Computed, not measured: a cluster of 11 separate species, C74H169N11O11 in total, with ωB97M-V/def2-TZVPD.

Results
SMILES: CC1(C)CCCC(C)(C)N1O.CC1(C)CCCC(C)(C)N1O.CC1(C)CCCC(C)(C)N1O.CC1(C)CCCC(C)(C)N1O.CC1(C)CCCC(C)(C)N1O.CC1(C)CCCC(C)(C)N1O.COC[C@H](C)N.COC[C@H](C)N.COC[C@H](C)N.COC[C@H](C)N.COC[C@H](C)N
HOMO-LUMO gap in eV: 8.83
Relative energy (zero: lowest compared OMol25 entry of this formula, charge and spin) in kJ/mol: 378.45

Geometry (Å):
C: -3.17 -29.80 -4.53
C: -2.22 -30.73 -3.83
C: -0.84 -30.48 -4.36
C: 0.19 -31.14 -3.57
C: 0.12 -30.57 -2.14
C: -1.22 -30.85 -1.46
N: -2.25 -30.35 -2.36
O: -3.54 -30.56 -1.88
C: -1.28 -32.27 -0.90
C: -1.37 -29.93 -0.23
C: -2.70 -32.17 -4.15
H: -3.14 -29.97 -5.62
H: -2.85 -28.78 -4.37
H: -4.20 -29.92 -4.15
H: -0.93 -30.91 -5.38
H: -0.62 -29.43 -4.44
H: 1.18 -31.03 -3.98
H: -0.01 -32.21 -3.54
H: 0.28 -29.50 -2.19
H: 0.94 -30.99 -1.53
H: -1.11 -33.00 -1.73
H: -0.48 -32.38 -0.22
H: -2.23 -32.45 -0.38
H: -2.32 -30.07 0.35
H: -0.52 -30.17 0.46
H: -1.23 -28.89 -0.52
H: -2.69 -32.37 -5.23
H: -3.67 -32.36 -3.77
H: -2.02 -32.95 -3.79
H: -3.78 -31.49 -1.86
C: -6.72 -31.74 7.02
C: -6.66 -30.92 8.26
C: -5.34 -31.13 8.94
C: -4.13 -30.45 8.27
C: -4.59 -28.98 8.23
C: -5.83 -28.61 7.44
N: -6.88 -29.48 8.02
O: -8.08 -29.35 7.24
C: -6.10 -27.16 7.76
C: -5.60 -28.83 5.92
C: -7.77 -31.21 9.29
H: -6.77 -32.82 7.38
H: -5.87 -31.60 6.35
H: -7.70 -31.66 6.58
H: -5.37 -30.76 9.96
H: -5.17 -32.22 8.96
H: -3.88 -30.89 7.33
H: -3.22 -30.59 8.88
H: -3.80 -28.28 7.91
H: -4.83 -28.68 9.31
H: -6.99 -26.82 7.24
H: -6.17 -27.10 8.86
H: -5.30 -26.45 7.45
H: -4.87 -28.12 5.47
H: -5.20 -29.81 5.59
H: -6.57 -28.62 5.37
H: -7.28 -31.26 10.27
H: -8.26 -32.16 9.19
H: -8.57 -30.44 9.28
H: -8.59 -28.73 7.77
C: -4.71 -31.37 1.29
C: -6.20 -31.40 1.85
C: -6.20 -32.13 3.20
C: -7.55 -32.14 3.89
C: -8.09 -30.72 3.97
C: -8.03 -29.90 2.61
N: -6.68 -30.04 2.04
O: -6.73 -29.40 0.75
C: -9.16 -30.39 1.64
C: -8.33 -28.42 2.88
C: -6.96 -32.33 0.84
H: -4.68 -30.92 0.35
H: -4.33 -32.41 1.24
H: -4.12 -30.90 2.09
H: -5.82 -33.18 2.96
H: -5.37 -31.59 3.68
H: -7.48 -32.49 4.88
H: -8.21 -32.70 3.23
H: -7.52 -30.23 4.77
H: -9.16 -30.83 4.25
H: -10.11 -30.20 2.21
H: -9.08 -29.85 0.73
H: -9.10 -31.47 1.49
H: -7.67 -27.87 3.56
H: -8.23 -27.85 1.91
H: -9.37 -28.24 3.18
H: -6.35 -33.08 0.29
H: -7.45 -31.81 0.04
H: -7.67 -32.91 1.44
H: -6.24 -28.56 0.89
C: -3.85 -34.86 5.84
C: -3.98 -35.73 4.55
C: -3.48 -34.98 3.30
C: -1.98 -34.89 3.12
C: -1.45 -36.34 3.18
C: -1.85 -37.14 4.47
N: -3.31 -37.06 4.68
O: -3.74 -37.78 5.82
C: -1.62 -38.63 4.33
C: -1.07 -36.58 5.68
C: -5.48 -35.94 4.34
H: -4.00 -35.42 6.76
H: -4.61 -34.08 5.77
H: -2.86 -34.40 5.77
H: -3.93 -35.54 2.48
H: -3.93 -33.96 3.23
H: -1.42 -34.36 3.90
H: -1.66 -34.45 2.19
H: -0.37 -36.28 3.13
H: -1.81 -36.83 2.29
H: -0.57 -38.80 4.45
H: -2.04 -39.19 5.15
H: -1.89 -39.05 3.35
H: -1.31 -37.23 6.54
H: -0.04 -36.71 5.41
H: -1.27 -35.56 6.04
H: -6.04 -34.98 4.28
H: -5.81 -36.53 5.19
H: -5.65 -36.44 3.43
H: -3.67 -37.32 6.63
C: -9.39 -35.87 2.94
C: -9.81 -36.31 4.41
C: -9.14 -35.37 5.38
C: -9.83 -34.05 5.70
C: -11.35 -34.26 5.94
C: -12.03 -35.11 4.85
N: -11.25 -36.42 4.66
O: -11.86 -37.13 3.57
C: -13.38 -35.50 5.41
C: -12.20 -34.26 3.60
C: -9.19 -37.66 4.66
H: -10.16 -36.18 2.20
H: -8.50 -36.43 2.57
H: -9.32 -34.73 2.88
H: -9.11 -35.94 6.29
H: -8.13 -35.17 4.98
H: -9.76 -33.37 4.83
H: -9.40 -33.46 6.46
H: -11.81 -33.30 5.99
H: -11.41 -34.79 6.92
H: -13.24 -36.09 6.33
H: -13.85 -34.60 5.79
H: -14.06 -35.90 4.67
H: -13.13 -33.68 3.75
H: -11.29 -33.67 3.37
H: -12.42 -34.89 2.77
H: -9.55 -38.13 5.58
H: -8.15 -37.49 4.83
H: -9.22 -38.32 3.82
H: -11.88 -38.03 3.95
C: 2.28 -28.98 3.44
C: 0.90 -28.66 3.95
C: 0.18 -27.83 2.85
C: -1.33 -27.63 3.04
C: -2.02 -28.92 3.17
C: -1.33 -29.92 4.09
N: 0.20 -29.98 3.95
O: 0.75 -30.70 5.08
C: -1.81 -29.69 5.55
C: -1.84 -31.28 3.61
C: 1.06 -27.92 5.26
H: 2.80 -28.05 3.13
H: 2.16 -29.67 2.58
H: 2.93 -29.48 4.19
H: 0.65 -26.94 2.79
H: 0.37 -28.39 1.90
H: -1.73 -27.17 2.13
H: -1.50 -27.05 3.90
H: -2.17 -29.36 2.18
H: -3.06 -28.75 3.48
H: -2.94 -29.83 5.53
H: -1.54 -30.53 6.18
H: -1.57 -28.75 5.94
H: -2.88 -31.23 3.48
H: -1.31 -31.47 2.64
H: -1.55 -32.06 4.31
H: 0.11 -27.47 5.61
H: 1.69 -27.07 5.10
H: 1.36 -28.54 6.13
H: 0.71 -30.11 5.86
C: -4.86 -26.51 3.25
C: -5.03 -25.57 2.04
C: -4.35 -25.97 0.74
O: -4.65 -27.32 0.39
C: -4.05 -27.67 -0.86
N: -6.47 -25.27 2.02
H: -5.53 -27.36 3.06
H: -5.26 -26.10 4.16
H: -3.76 -26.74 3.44
H: -4.53 -24.66 2.34
H: -3.29 -25.72 0.71
H: -4.77 -25.43 -0.09
H: -4.33 -28.73 -1.03
H: -3.00 -27.52 -0.74
H: -4.55 -27.09 -1.66
H: -6.72 -24.92 1.11
H: -6.92 -26.20 2.09
C: -11.91 -24.59 2.62
C: -10.74 -25.19 3.41
C: -9.79 -24.23 4.04
O: -9.45 -23.16 3.04
C: -8.23 -22.56 3.32
N: -11.18 -26.04 4.54
H: -12.31 -23.77 3.26
H: -12.72 -25.25 2.37
H: -11.51 -24.07 1.76
H: -10.25 -25.82 2.68
H: -8.93 -24.72 4.39
H: -10.41 -23.79 4.82
H: -8.32 -21.84 4.16
H: -7.86 -22.01 2.48
H: -7.36 -23.27 3.65
H: -11.53 -26.88 4.11
H: -11.96 -25.59 5.10
C: -11.49 -30.15 8.44
C: -11.46 -29.05 7.37
C: -11.08 -27.69 7.94
O: -9.80 -27.67 8.46
C: -9.44 -26.49 9.21
N: -10.81 -29.51 6.15
H: -11.81 -29.64 9.34
H: -10.51 -30.60 8.66
H: -12.29 -30.82 8.19
H: -12.50 -28.89 7.03
H: -11.90 -27.39 8.66
H: -11.09 -26.97 7.13
H: -9.79 -25.66 8.61
H: -8.32 -26.51 9.34
H: -9.90 -26.43 10.18
H: -10.46 -28.75 5.65
H: -9.94 -29.97 6.44
C: -11.61 -25.24 -2.16
C: -11.01 -26.40 -1.40
C: -9.63 -26.06 -0.90
O: -8.76 -25.67 -2.02
C: -7.45 -25.24 -1.48
N: -11.83 -26.83 -0.23
H: -11.24 -25.26 -3.20
H: -11.37 -24.30 -1.72
H: -12.68 -25.51 -2.16
H: -10.94 -27.25 -2.12
H: -9.19 -26.96 -0.45
H: -9.57 -25.29 -0.16
H: -6.89 -25.88 -0.83
H: -7.65 -24.34 -0.85
H: -6.86 -24.90 -2.34
H: -12.24 -27.72 -0.32
H: -12.47 -26.15 0.16
C: -13.51 -29.68 4.33
C: -12.81 -29.64 3.00
C: -13.78 -29.99 1.86
O: -13.34 -29.66 0.53
C: -12.47 -30.65 0.00
N: -12.19 -28.29 2.80
H: -14.07 -30.56 4.56
H: -14.08 -28.79 4.54
H: -12.64 -29.72 5.04
H: -12.03 -30.39 3.11
H: -14.67 -29.45 1.95
H: -14.05 -31.05 1.94
H: -12.22 -30.30 -0.97
H: -13.07 -31.59 0.05
H: -11.52 -30.67 0.60
H: -11.71 -28.36 1.90
H: -12.88 -27.59 2.56

Here are the Löwdin charges for atoms 1 to 6, given in e: -0.04 -0.50 -0.18 -0.18 -0.12 -0.52